1.
Density functional theory data (wB97M-V/def2-TZVPD) for a 7-piece molecular cluster, C15H44O7 overall.

Values from the calculation:
Calculated total energy   -1124.2055 Eh
Molecular weight   336.510 g/mol
Expectation value of S²   0.75
Max |F|   3.1 eV/Å
LUMO (spin up / spin down)   -2.624 / -9.273 eV
Relative energy (zero: lowest compared OMol25 entry of this formula, charge and spin)   0.0 kcal/mol

The geometry in ORCA input format:
```
! RIJCOSX wB97M-V def2-TZVPD def2/J DEFGRID3
* xyz 1 2
O 29.526 -33.892 14.773
H 29.710 -34.148 15.676
H 30.385 -33.689 14.402
O 32.159 -32.765 14.687
H 31.802 -31.881 14.774
H 32.438 -33.000 15.572
C 34.845 -34.382 18.674
C 33.845 -34.759 17.597
C 33.019 -35.985 18.030
O 32.891 -33.727 17.363
H 35.499 -33.553 18.401
H 35.487 -35.213 18.965
H 34.440 -34.098 19.645
H 34.412 -34.926 16.682
H 32.273 -35.706 18.775
H 33.709 -36.733 18.421
H 32.380 -36.296 17.204
H 32.019 -34.121 17.297
C 33.536 -30.289 20.855
C 33.206 -31.569 20.091
C 31.758 -32.073 20.205
O 33.427 -31.289 18.725
H 34.620 -30.181 20.901
H 33.193 -30.282 21.889
H 33.105 -29.393 20.407
H 33.888 -32.339 20.452
H 31.618 -32.865 19.470
H 31.044 -31.256 20.100
H 31.561 -32.527 21.177
H 33.313 -32.089 18.205
C 34.329 -34.187 9.996
C 32.878 -34.694 10.230
C 32.139 -33.572 10.971
O 32.266 -35.130 8.986
H 34.801 -33.773 10.887
H 34.251 -33.357 9.294
H 34.966 -34.900 9.472
H 32.833 -35.566 10.883
H 32.090 -32.663 10.370
H 32.636 -33.399 11.925
H 31.121 -33.860 11.232
H 32.831 -35.709 8.468
C 32.337 -27.632 14.679
C 32.058 -29.096 14.251
C 32.882 -29.601 13.126
O 32.184 -30.009 15.372
H 32.129 -27.042 13.786
H 33.411 -27.628 14.866
H 31.776 -27.376 15.577
H 31.005 -29.205 13.994
H 33.933 -29.454 13.377
H 32.581 -29.100 12.207
H 32.730 -30.677 13.045
H 33.053 -29.885 15.759
C 26.361 -31.218 11.896
C 27.705 -31.662 12.474
C 28.669 -30.497 12.780
O 27.264 -32.175 13.726
H 25.669 -32.055 11.798
H 26.518 -30.735 10.931
H 25.938 -30.534 12.631
H 28.147 -32.473 11.894
H 29.025 -30.146 11.812
H 29.538 -30.760 13.384
H 28.106 -29.661 13.194
H 27.962 -32.655 14.177
*
```

2.
Density functional theory data (wB97M-V/def2-TZVPD) for one molecule with the formula C5H10ClN.

Values from the calculation:
Calculated total energy   -711.4268 Eh
Molecular weight   119.595 g/mol
SMILES   NC[C@H]1C[C@H](Cl)C1
Max |F|   2.4 eV/Å
LUMO   0.966 eV
Relative energy (zero: lowest compared OMol25 entry of this formula, charge and spin)   18.0 kcal/mol

The geometry in ORCA input format:
```
! RIJCOSX wB97M-V def2-TZVPD def2/J DEFGRID3
* xyz 0 1
N -1.570 1.292 -0.061
C -1.612 -0.119 0.020
C -0.310 -0.861 0.036
C 0.723 -0.480 -1.111
C 1.452 0.377 0.003
Cl 3.259 0.350 -0.018
C 0.766 -0.358 1.111
H -1.121 1.724 0.736
H -1.187 1.731 -0.888
H -2.213 -0.317 0.924
H -2.214 -0.516 -0.821
H -0.432 -1.968 0.107
H 1.229 -1.422 -1.346
H 0.416 0.031 -2.020
H 1.156 1.394 -0.150
H 0.300 0.287 1.878
H 1.357 -1.144 1.601
*
```

3.
Density functional theory data (wB97M-V/def2-TZVPD) for a 11-piece molecular cluster, C34H61Cl2FO9 overall.

Values from the calculation:
Calculated total energy   -3029.4689 Eh
Molecular weight   703.757 g/mol
SMILES   Fc1ccccc1.CC(C)=O.CC(C)=O.CC(C)=O.CC(C)=O.CC(C)=O.CC(C)=O.CC(C)=O.CC(C)=O.CC(C)=O.ClCCl
Max |F|   7.0 eV/Å
LUMO   0.327 eV
Relative energy (zero: lowest compared OMol25 entry of this formula, charge and spin)   0.0 kcal/mol

The geometry in ORCA input format:
```
! RIJCOSX wB97M-V def2-TZVPD def2/J DEFGRID3
* xyz 0 1
F 12.640 -9.975 -3.280
C 11.491 -10.649 -3.142
C 10.666 -10.810 -4.249
C 9.491 -11.548 -4.135
C 9.182 -12.161 -2.941
C 10.019 -11.936 -1.822
C 11.171 -11.162 -1.915
H 11.032 -10.530 -5.236
H 8.900 -11.752 -5.018
H 8.320 -12.807 -2.803
H 9.764 -12.354 -0.851
H 11.691 -10.927 -0.994
C 13.855 -13.870 5.424
C 13.466 -15.304 5.604
C 12.287 -15.714 6.486
O 13.983 -16.100 4.938
H 14.320 -13.622 6.402
H 13.026 -13.184 5.283
H 14.654 -13.779 4.701
H 11.676 -14.814 6.597
H 12.629 -16.145 7.420
H 11.620 -16.423 5.997
C 15.434 -11.632 -1.722
C 15.287 -10.434 -0.859
C 16.357 -9.388 -0.979
O 14.359 -10.361 -0.050
H 15.706 -11.444 -2.759
H 14.487 -12.190 -1.720
H 16.172 -12.323 -1.291
H 16.328 -8.723 -0.114
H 16.161 -8.774 -1.864
H 17.348 -9.833 -1.019
C 16.943 -15.892 3.266
C 16.085 -14.966 2.478
C 15.236 -15.660 1.430
O 16.076 -13.832 2.610
H 17.647 -15.403 3.946
H 17.412 -16.666 2.673
H 16.238 -16.356 3.984
H 14.244 -15.204 1.416
H 15.150 -16.725 1.551
H 15.765 -15.387 0.503
C 11.636 -10.072 8.260
C 11.936 -9.533 6.904
C 10.935 -8.613 6.307
O 12.991 -9.742 6.366
H 11.775 -11.165 8.258
H 10.655 -9.821 8.646
H 12.421 -9.752 8.959
H 9.968 -9.105 6.278
H 11.245 -8.313 5.310
H 10.864 -7.720 6.934
C 16.244 -11.291 5.474
C 16.564 -9.900 5.013
C 15.808 -8.707 5.596
O 17.485 -9.739 4.267
H 16.700 -12.035 4.831
H 15.177 -11.453 5.611
H 16.695 -11.354 6.477
H 16.545 -7.953 5.870
H 15.209 -9.010 6.449
H 15.183 -8.243 4.833
C 14.265 -7.369 1.937
C 12.889 -7.818 2.401
C 11.875 -7.999 1.277
O 12.586 -7.978 3.601
H 14.947 -8.213 1.898
H 14.636 -6.575 2.587
H 14.170 -6.925 0.945
H 11.339 -7.053 1.142
H 11.157 -8.764 1.572
H 12.284 -8.299 0.316
C 13.247 -11.473 2.691
C 11.929 -11.745 2.055
C 10.700 -11.176 2.760
O 11.840 -12.360 0.991
H 13.536 -10.497 2.284
H 14.012 -12.212 2.457
H 13.216 -11.388 3.781
H 10.876 -10.162 3.117
H 10.491 -11.823 3.615
H 9.883 -11.147 2.035
C 6.743 -14.717 6.012
C 8.057 -14.047 6.036
C 9.154 -14.713 5.238
O 8.227 -13.039 6.620
H 6.434 -14.918 4.988
H 6.016 -14.171 6.586
H 6.910 -15.714 6.455
H 8.822 -14.810 4.201
H 9.360 -15.680 5.690
H 10.036 -14.083 5.236
C 8.126 -8.257 1.917
C 7.690 -8.425 0.471
C 6.640 -9.438 0.166
O 8.165 -7.790 -0.427
H 8.396 -9.208 2.377
H 7.255 -7.811 2.430
H 8.963 -7.580 2.001
H 6.824 -9.800 -0.841
H 5.670 -8.923 0.177
H 6.575 -10.255 0.878
Cl 11.601 -15.864 -0.553
C 12.808 -14.748 -1.198
Cl 12.757 -14.539 -2.970
H 12.604 -13.775 -0.753
H 13.807 -15.025 -0.897
*
```

4.
Density functional theory data (wB97M-V/def2-TZVPD) for C3HEuLiO4 as an isolated structure.

Values from the calculation:
Calculated total energy   -1131.7346 Eh
Molecular weight   259.942 g/mol
Expectation value of S²   15.79
Max |F|   6.8 eV/Å
LUMO (spin up / spin down)   -22.040 / -20.531 eV

The geometry in ORCA input format:
```
! RIJCOSX wB97M-V def2-TZVPD def2/J DEFGRID3
* xyz 4 8
O 1.749 0.534 0.041
C 1.467 -0.623 -0.364
O 0.205 -1.082 -0.109
O 2.358 -1.461 -0.031
Eu 0.305 2.283 0.221
C -0.717 -0.139 0.092
C -2.021 -0.530 0.108
O -3.153 -0.677 0.106
Li -5.307 -1.248 -0.075
H 3.016 -0.701 0.460
*
```

5.
Density functional theory data (wB97M-V/def2-TZVPD) for one molecule with the formula C7H10N2O2S.

Values from the calculation:
Calculated total energy   -930.6894 Eh
Molecular weight   186.236 g/mol
SMILES   CS/C(=C/C=C\C=C\N)[N+](=O)[O-]
Max |F|   3.6 eV/Å
LUMO (spin up / spin down)   -0.497 / -0.496 eV
Relative energy (zero: lowest compared OMol25 entry of this formula, charge and spin)   156.6 kcal/mol

The geometry in ORCA input format:
```
! RIJCOSX wB97M-V def2-TZVPD def2/J DEFGRID3
* xyz 0 1
C -3.958 -0.812 -0.066
S -2.911 0.763 -0.328
C -1.321 0.239 0.098
C -0.782 -1.023 0.029
C 0.462 -1.639 0.112
C 1.754 -1.289 0.495
C 2.529 -0.156 0.161
C 2.258 0.900 -0.691
N 3.035 2.003 -0.520
N -0.523 1.397 0.329
O 0.622 1.353 0.790
O -1.069 2.509 0.032
H -3.735 -1.328 0.844
H -3.742 -1.461 -0.937
H -4.923 -0.382 -0.098
H -1.415 -1.858 -0.185
H 0.269 -2.778 0.182
H 2.175 -2.130 0.988
H 3.524 0.111 0.717
H 1.565 0.747 -1.410
H 3.364 1.975 0.427
H 2.823 2.859 -0.970
*
```

6.
Density functional theory data (wB97M-V/def2-TZVPD) for C10H30GeN3O8P3Se3TeW as an isolated structure.

Values from the calculation:
Calculated total energy   -11806.1531 Eh
Molecular weight   1034.215 g/mol
Max |F|   0.3 eV/Å
LUMO   4.178 eV
Relative energy (zero: lowest compared OMol25 entry of this formula, charge and spin)   0.0 kcal/mol

The geometry in ORCA input format:
```
! RIJCOSX wB97M-V def2-TZVPD def2/J DEFGRID3
* xyz -2 1
W -1.582 -1.366 0.224
Se -2.655 -0.017 1.722
Se 0.499 -1.480 2.308
Te 2.814 -0.933 1.473
Se 0.018 -0.270 -0.987
O -3.503 -2.043 -3.741
P -2.883 -2.502 -2.335
O -1.652 -3.311 -2.469
O -2.790 -1.249 -1.449
O -4.134 -3.333 -1.782
P -4.032 -3.854 -0.231
O -3.552 -5.370 -0.413
O -5.344 -3.815 0.415
O -2.843 -3.083 0.348
H -2.828 -1.562 -4.233
H -2.636 -5.409 -0.725
C 3.169 5.144 -0.114
N 2.167 4.131 -0.396
C 2.688 2.771 -0.264
P 0.636 4.434 0.240
O 0.401 5.901 0.254
N -0.319 3.472 -0.695
C -0.131 3.355 -2.129
C -1.676 3.150 -0.287
N 0.453 3.786 1.751
C 0.368 4.641 2.913
C 0.443 2.353 2.037
H 4.013 5.005 -0.795
H 3.554 5.078 0.915
H 2.743 6.133 -0.261
H 3.542 2.649 -0.936
H 1.933 2.035 -0.537
H 3.019 2.540 0.754
H 0.911 3.517 -2.391
H -0.750 4.079 -2.676
H -0.417 2.348 -2.444
H -1.795 3.257 0.789
H -1.901 2.113 -0.541
H -2.401 3.808 -0.784
H 0.387 5.683 2.603
H 1.201 4.452 3.601
H -0.562 4.447 3.464
H 0.352 1.766 1.125
H -0.424 2.114 2.663
H 1.352 2.030 2.551
C 2.079 -4.820 1.508
Ge 0.825 -4.063 0.201
C -0.292 -5.578 -0.390
C 1.719 -3.427 -1.407
C -0.345 -2.804 1.152
H 2.705 -5.571 1.020
H 1.523 -5.300 2.317
H 2.714 -4.039 1.923
H 0.345 -6.430 -0.639
H -0.824 -5.268 -1.292
H -0.989 -5.886 0.392
H 2.324 -4.250 -1.801
H 2.354 -2.573 -1.189
H 0.962 -3.149 -2.141
H -0.956 -3.431 1.807
*
```

7.
Density functional theory data (wB97M-V/def2-TZVPD) for a 6-piece molecular cluster, C17H29N12O8P overall.

Values from the calculation:
Calculated total energy   -2265.1637 Eh
Molecular weight   560.469 g/mol
SMILES   C#Cc1c(C=C)cc(P(=O)(O)O)c2nccnc12.NC(N)=O.NC(N)=O.NC(N)=O.NC(N)=O.NC(N)=O
Max |F|   9.6 eV/Å
LUMO   -1.406 eV
Relative energy (zero: lowest compared OMol25 entry of this formula, charge and spin)   361.5 kcal/mol

The geometry in ORCA input format:
```
! RIJCOSX wB97M-V def2-TZVPD def2/J DEFGRID3
* xyz 0 1
C -2.235 -4.627 2.280
C -2.439 -3.265 1.906
C -2.685 -1.625 2.112
C -1.352 -0.673 2.183
C 0.212 -1.201 2.073
C 1.170 -0.413 1.227
C -1.574 0.933 2.424
C -3.135 1.513 2.585
P -3.247 3.422 2.918
O -2.177 4.228 2.040
O -4.846 4.075 2.697
O -2.705 3.618 4.597
C -4.466 0.523 2.473
N -5.816 1.162 2.636
C -6.926 0.153 2.544
C -6.674 -1.429 2.264
N -5.339 -2.102 2.105
C -4.254 -1.071 2.235
H -2.057 -5.746 2.655
H 0.575 -2.149 2.685
H 2.350 -0.427 1.365
H 0.733 0.233 0.324
H -0.633 1.657 2.495
H -5.225 3.846 1.779
H -2.401 2.696 4.916
H -8.039 0.546 2.658
H -7.638 -2.124 2.178
N 5.165 -1.548 2.304
C 4.874 -2.399 1.304
N 5.671 -3.481 1.242
O 3.960 -2.206 0.517
H 5.913 -1.690 2.962
H 4.589 -0.720 2.387
H 5.485 -4.148 0.504
H 6.428 -3.658 1.880
N 8.110 -2.125 -1.174
C 9.040 -2.331 -0.224
N 10.309 -2.308 -0.669
O 8.755 -2.523 0.948
H 8.326 -1.965 -2.144
H 7.142 -2.134 -0.881
H 11.040 -2.459 0.014
H 10.563 -2.151 -1.629
N -5.990 2.842 -2.130
C -5.060 2.636 -1.179
N -3.791 2.659 -1.625
O -5.345 2.444 -0.008
H -5.774 3.002 -3.099
H -6.958 2.833 -1.837
H -3.060 2.509 -0.941
H -3.537 2.816 -2.585
N -1.683 0.035 -3.144
C -0.674 -0.660 -2.587
N 0.150 -1.252 -3.470
O -0.518 -0.745 -1.379
H -1.827 0.117 -4.136
H -2.326 0.496 -2.514
H 0.923 -1.785 -3.093
H 0.039 -1.193 -4.469
N 0.390 2.215 -3.603
C 1.361 2.015 -4.512
N 2.331 2.947 -4.507
O 1.362 1.065 -5.279
H 0.371 2.991 -2.963
H -0.360 1.536 -3.574
H 3.082 2.834 -5.176
H 2.347 3.736 -3.883
*
```

8.
Density functional theory data (wB97M-V/def2-TZVPD) for a 2-piece molecular cluster, ClO2PS overall.

Values from the calculation:
Calculated total energy   -1350.1831 Eh
Molecular weight   130.492 g/mol
SMILES   O=PCl.O=S
Max |F|   3.0 eV/Å
LUMO (spin up / spin down)   -1.890 / -1.915 eV
Relative energy (zero: lowest compared OMol25 entry of this formula, charge and spin)   23.5 kcal/mol

The geometry in ORCA input format:
```
! RIJCOSX wB97M-V def2-TZVPD def2/J DEFGRID3
* xyz 0 1
O 0.374 -0.447 -1.406
P 1.214 -0.528 -0.263
Cl 1.099 -2.475 0.429
O -0.845 1.214 0.815
S -1.842 2.236 0.425
*
```

9.
Density functional theory data (wB97M-V/def2-TZVPD) for one molecule with the formula C22H24ClN3O4S.

Values from the calculation:
Calculated total energy   -2176.3867 Eh
Molecular weight   461.971 g/mol
SMILES   CNC(=O)C[C@@H]1C(=O)N(c2ccc(Cl)cc2)C(=S)N1CCc1ccc(OC)c(OC)c1
Max |F|   0.7 eV/Å
LUMO   0.437 eV

The geometry in ORCA input format:
```
! RIJCOSX wB97M-V def2-TZVPD def2/J DEFGRID3
* xyz 0 1
C -6.989 -2.480 1.305
N -5.594 -2.397 1.669
C -4.623 -2.136 0.773
O -4.835 -1.919 -0.401
C -3.218 -2.147 1.374
C -2.202 -1.539 0.402
C -0.799 -2.053 0.680
O -0.440 -3.202 0.715
N -0.033 -0.945 0.939
C 1.368 -0.979 1.117
C 2.138 -1.749 0.253
C 3.514 -1.770 0.384
C 4.116 -1.010 1.376
Cl 5.837 -1.013 1.522
C 3.353 -0.252 2.250
C 1.976 -0.243 2.127
C -0.787 0.225 0.847
S -0.223 1.730 1.152
N -2.059 -0.111 0.545
C -2.992 0.815 -0.045
C -2.857 0.858 -1.582
C -1.436 1.185 -1.939
C -0.483 0.188 -2.082
C 0.856 0.511 -2.211
C 1.290 1.830 -2.201
O 2.610 2.182 -2.306
C 3.586 1.177 -2.181
C 0.326 2.854 -2.101
O 0.558 4.194 -2.136
C 1.817 4.712 -1.766
C -1.013 2.503 -1.975
H -7.379 -3.481 1.494
H -7.576 -1.753 1.868
H -7.063 -2.259 0.241
H -5.351 -2.596 2.626
H -3.202 -1.608 2.323
H -2.933 -3.187 1.555
H -2.523 -1.811 -0.613
H 1.660 -2.336 -0.515
H 4.117 -2.365 -0.283
H 3.832 0.326 3.024
H 1.379 0.341 2.806
H -4.003 0.513 0.231
H -2.772 1.800 0.371
H -3.536 1.623 -1.956
H -3.159 -0.104 -1.997
H -0.775 -0.853 -2.096
H 1.574 -0.287 -2.312
H 4.541 1.700 -2.163
H 3.571 0.489 -3.033
H 3.465 0.611 -1.251
H 1.664 5.787 -1.663
H 2.576 4.521 -2.527
H 2.150 4.301 -0.810
H -1.722 3.309 -1.869
*
```

10.
Density functional theory data (wB97M-V/def2-TZVPD) for one molecule with the formula C5H8O.

Values from the calculation:
Calculated total energy   -270.4511 Eh
Molecular weight   84.118 g/mol
SMILES   C=CC(O)C=C
Max |F|   3.6 eV/Å
LUMO   1.019 eV
Relative energy (zero: lowest compared OMol25 entry of this formula, charge and spin)   67.0 kcal/mol

The geometry in ORCA input format:
```
! RIJCOSX wB97M-V def2-TZVPD def2/J DEFGRID3
* xyz 0 1
C -0.067 1.748 -0.629
C 0.249 1.385 0.642
C 0.264 -0.067 1.022
O 1.634 -0.626 0.771
C -0.722 -0.869 0.253
C -0.506 -1.687 -0.811
H 0.005 2.708 -1.250
H -0.749 1.041 -1.217
H 0.635 2.080 1.482
H 0.220 -0.283 2.048
H 1.633 -0.589 -0.267
H -1.798 -0.674 0.614
H -1.267 -2.123 -1.435
H 0.470 -2.044 -1.223
*
```

11.
Density functional theory data (wB97M-V/def2-TZVPD) for a 6-piece molecular cluster, H12O5S overall.

Values from the calculation:
Calculated total energy   -781.5500 Eh
Molecular weight   124.158 g/mol
SMILES   O.O.O.O.O.S
Max |F|   2.3 eV/Å
LUMO   0.201 eV
Relative energy (zero: lowest compared OMol25 entry of this formula, charge and spin)   22.7 kcal/mol

The geometry in ORCA input format:
```
! RIJCOSX wB97M-V def2-TZVPD def2/J DEFGRID3
* xyz 0 1
O -0.089 0.486 -3.049
H 0.389 0.402 -2.229
H -0.096 1.366 -3.417
O -2.037 3.173 -3.185
H -2.180 2.972 -2.259
H -2.166 4.101 -3.348
O -0.804 -1.959 2.057
H -1.052 -1.032 2.151
H -0.945 -2.153 1.109
O 1.703 -3.191 1.394
H 2.383 -3.303 2.021
H 0.865 -2.942 1.847
O -3.547 -2.879 0.963
H -4.131 -3.480 1.431
H -2.781 -2.829 1.541
S 2.595 2.326 0.833
H 2.832 2.032 2.143
H 3.897 2.511 0.604
*
```